Entry 1:
C16H17BN10RuS as an isolated structure. Source: OMol25; level of theory: ωB97M-V/def2-TZVPD.

Structure (ORCA input):
```
! wB97M-V def2-TZVPD RIJCOSX def2/J DEFGRID3
* xyz 2 5
Ru -0.356 -0.159 -0.116
C -0.017 -2.093 4.080
C 0.416 -1.085 3.220
N 0.061 -1.352 1.964
N -0.605 -2.530 1.996
C -0.662 -2.991 3.254
B -1.031 -3.220 0.698
N 0.154 -3.167 -0.265
C 0.924 -4.177 -0.679
C 1.977 -3.660 -1.417
C 1.765 -2.292 -1.408
N 0.657 -1.997 -0.717
N -2.205 -2.432 0.033
C -3.438 -2.827 -0.267
C -4.122 -1.769 -0.878
C -3.211 -0.739 -0.911
N -2.047 -1.147 -0.353
H 0.138 -2.173 5.141
H 0.992 -0.207 3.459
H -1.138 -3.933 3.470
H -1.386 -4.336 0.893
H 0.673 -5.191 -0.418
H 2.771 -4.202 -1.896
H 2.349 -1.525 -1.884
H -3.760 -3.828 -0.034
H -5.130 -1.773 -1.249
H -3.303 0.260 -1.310
N 3.026 1.181 -2.665
C 1.974 1.029 -1.885
S 0.446 0.558 -2.411
N 2.237 1.413 -0.560
N 1.251 1.135 0.247
C 1.166 1.898 1.325
C -0.087 1.907 2.014
C -0.309 2.666 3.156
C -1.574 2.652 3.734
C -2.564 1.888 3.148
C -2.275 1.151 1.998
N -1.075 1.164 1.437
H 2.968 1.007 -3.658
H 3.890 1.541 -2.282
H 1.986 2.566 1.570
H 0.494 3.251 3.583
H -1.774 3.230 4.626
H -3.562 1.848 3.560
H -3.029 0.536 1.525
*
```

Output
<S²>: 6.05
HOMO-LUMO gap (spin up / spin down) (eV): 6.7 / 5.2
HOMO level (spin up / spin down) (eV): -14.3 / -14.8
Calculated total energy (eV): -45847.824

Atomic partial charges in e from the Mulliken method, atoms 1 to 5: Ru 0.050; C -1.173; C -0.191; N 0.336; N 0.086


Entry 2:
A 2-piece molecular cluster, ClFH2 overall. Source: OMol25; level of theory: ωB97M-V/def2-TZVPD.

Structure (ORCA input):
```
! wB97M-V def2-TZVPD RIJCOSX def2/J DEFGRID3
* xyz 0 1
H 0.922 -0.757 0.133
H -0.559 0.256 -0.738
F 1.181 -0.504 0.992
Cl -1.544 1.005 -0.387
*
```

Output
HOMO-LUMO gap (eV): 12.3
HOMO level (eV): -12.0
Calculated total energy (eV): -15272.317
Energy relative to the best compared isomer or geometry (same formula, charge and spin) (eV): 0.269
SMILES: Cl.F

Partial charges, Mulliken, in e: H 0.376; H 0.170; F -0.363; Cl -0.184


Entry 3:
One molecule with the formula C3H7BO2 in a non-equilibrium geometry. Source: OMol25; level of theory: ωB97M-V/def2-TZVPD.

Structure (ORCA input):
```
! wB97M-V def2-TZVPD RIJCOSX def2/J DEFGRID3
* xyz 0 1
B -1.097 -0.105 -0.063
C 0.880 1.430 0.137
C 0.440 0.150 -0.017
C 1.423 -1.007 -0.084
O -1.883 0.968 -0.106
O -1.566 -1.358 -0.007
H 1.933 1.743 0.176
H 0.075 2.131 0.083
H 0.852 -1.980 -0.278
H 2.225 -0.723 -0.762
H 2.070 -1.009 0.753
H -2.804 0.977 0.099
H -2.550 -1.217 0.071
*
```

Output
HOMO-LUMO gap (eV): 9.4
HOMO level (eV): -9.2
Calculated total energy (eV): -7997.503
Energy relative to the best compared isomer or geometry (same formula, charge and spin) (eV): 0.094
SMILES: C=C(C)B(O)O

Atomic partial charges in e from the Mulliken method, atoms 1 to 5: B 0.632; C -0.822; C 0.463; C -1.232; O -0.563


Entry 4:
One molecule with the formula C4H9FO2 in a non-equilibrium geometry. Source: OMol25; level of theory: ωB97M-V/def2-TZVPD.

Structure (ORCA input):
```
! wB97M-V def2-TZVPD RIJCOSX def2/J DEFGRID3
* xyz 0 1
C 1.767 -0.234 -0.744
C -0.039 0.003 0.822
C -0.778 1.274 0.434
C -0.836 -1.208 0.368
H 1.367 0.307 -1.595
H 2.862 -0.073 -0.610
H 1.660 -1.240 -1.022
H -0.001 0.018 1.968
H -0.471 2.122 1.063
H -1.843 1.079 0.709
H -1.126 0.906 -1.432
H -1.780 -1.289 0.949
H -0.249 -2.123 0.509
O 1.283 0.031 0.490
O -0.579 1.499 -0.956
F -1.236 -1.072 -0.955
*
```

Output
HOMO-LUMO gap (eV): 10.2
HOMO level (eV): -9.4
Calculated total energy (eV): -11104.896
Energy relative to the best compared isomer or geometry (same formula, charge and spin) (eV): 1.113
SMILES: CO[C@@H](CO)CF

Atomic partial charges in e from the Mulliken method, atoms 1 to 5: C -0.707; C 0.203; C -0.562; C -0.529; H 0.262